A structure of composition C44H39BF2N13OS2V in a non-equilibrium geometry. Source: the Open Molecules 2025 dataset; level of theory: wB97M-V/def2-TZVPD.

Element x y z (Å)
V1 -0.34 0.96 -0.61
C1 1.17 -1.69 3.52
C2 1.85 -0.54 2.73
N1 1.19 -1.05 0.72
N2 0.61 -2.35 0.56
C3 0.19 -2.78 1.88
B1 -0.44 -2.53 -0.55
N3 -1.79 -1.79 -0.20
C4 -2.91 -2.29 0.34
C5 -3.80 -1.25 0.59
C6 -3.13 -0.11 0.16
N4 -1.93 -0.44 -0.32
N5 0.07 -2.05 -1.91
C7 0.16 -2.78 -3.07
C8 0.42 -2.22 -4.26
C9 0.36 -0.72 -4.48
N6 0.61 -0.75 -2.01
N7 -0.70 -4.04 -0.66
C10 0.23 -5.01 -0.48
C11 -0.30 -6.19 -0.94
C12 -1.58 -5.83 -1.40
N8 -1.81 -4.54 -1.25
H1 1.22 -1.62 4.60
H2 2.31 0.26 3.29
H3 -0.57 -3.55 1.82
H4 -3.03 -3.35 0.48
H5 -4.78 -1.32 1.02
H6 -3.44 0.92 0.19
H7 0.00 -3.84 -2.97
H8 0.52 -2.85 -5.14
H9 1.36 -0.34 -4.74
H10 1.19 -4.77 -0.05
H11 0.16 -7.16 -0.93
H12 -2.34 -6.46 -1.84
F1 -3.44 5.39 0.34
C13 -3.02 4.50 -0.57
C14 -2.15 3.49 -0.19
C15 -1.69 2.55 -1.10
C16 -2.13 2.67 -2.45
C17 -3.00 3.71 -2.78
F2 -3.42 3.88 -4.05
C18 -3.46 4.63 -1.87
C19 -1.63 1.68 -3.42
C20 -1.98 1.54 -4.71
C21 -1.55 0.52 -5.67
C22 -0.60 -0.41 -5.59
C23 0.01 -0.11 -3.16
N9 -0.73 0.82 -2.76
H13 -1.83 3.49 0.85
H14 -4.14 5.42 -2.16
H15 -2.72 2.23 -5.10
H16 -2.11 0.54 -6.59
H17 -0.48 -1.06 -6.45
H18 1.62 -0.87 -2.15
S1 0.65 2.32 1.38
C24 -0.72 2.43 2.60
N10 -0.97 3.49 3.27
N11 -1.95 3.38 4.27
C25 -3.14 2.66 4.20
C26 -3.72 2.20 5.39
C27 -4.94 1.55 5.37
C28 -5.61 1.34 4.17
C29 -5.04 1.81 2.99
C30 -3.82 2.47 3.00
N12 -1.18 1.19 2.45
N13 -0.20 0.74 1.48
C31 0.55 -0.41 1.90
C32 2.54 -1.05 1.44
C33 3.25 -2.36 1.54
C34 2.70 -3.34 2.25
C35 1.37 -3.09 2.87
C36 -0.14 -1.50 2.70
H19 -1.56 3.49 5.19
H20 -3.19 2.34 6.33
H21 -5.37 1.20 6.30
H22 -6.57 0.83 4.16
H23 -5.56 1.67 2.05
H24 -3.40 2.84 2.08
H25 3.16 -0.29 0.97
H26 4.21 -2.47 1.04
H27 3.19 -4.30 2.36
H28 1.08 -3.88 3.56
H29 -1.12 -1.30 3.12
C37 6.99 -0.07 1.24
C38 5.90 0.41 0.32
C39 5.17 1.56 0.64
C40 4.13 1.98 -0.17
C41 3.82 1.25 -1.31
C42 4.54 0.11 -1.65
C43 5.58 -0.30 -0.83
S2 2.43 1.71 -2.31
C44 2.97 3.30 -2.90
O1 1.31 2.07 -1.36
H30 7.35 0.73 1.88
H31 7.83 -0.48 0.67
H32 6.61 -0.87 1.88
H33 5.40 2.11 1.53
H34 3.53 2.84 0.10
H35 4.28 -0.46 -2.53
H36 6.14 -1.19 -1.09
H37 3.17 3.94 -2.04
H38 2.17 3.72 -3.51
H39 3.87 3.16 -3.50

## Properties
- E_HOMO (alpha / beta): -6.47 / -6.47 eV
- F_max: 0.022 hartree/bohr
- Lowest unoccupied orbital energy (alpha / beta): -0.0172 / -0.0169 Ha
- Frontier orbital gap (alpha / beta): 5.999 / 6.012 eV
- ⟨S²⟩: 2.03
- Spin multiplicity: 3
- E: -121143.934 eV
- ΔE to the lowest compared entry with this formula, charge and spin: 729.6 kJ/mol


A cluster of 8 separate species, C44H39Br2N7O14 in total in a non-equilibrium geometry. Source: the Open Molecules 2025 dataset; level of theory: wB97M-V/def2-TZVPD.

Element x y z (Å)
Br1 16.35 -16.78 17.05
C1 14.60 -16.10 17.61
C2 13.62 -16.18 16.48
Br2 11.89 -15.63 17.31
H1 14.84 -15.09 17.94
H2 14.35 -16.75 18.45
H3 13.52 -17.11 15.92
H4 13.80 -15.51 15.63
C3 17.50 -15.43 24.99
C4 17.26 -14.91 26.28
C5 17.90 -15.32 27.39
C6 18.98 -16.24 27.34
C7 19.31 -16.62 26.02
C8 18.57 -16.28 24.81
N1 19.68 -16.90 28.53
O1 19.23 -16.74 29.61
O2 20.61 -17.65 28.31
H5 17.02 -15.09 24.09
H6 16.64 -14.03 26.34
H7 17.66 -14.95 28.38
H8 20.21 -17.17 25.76
H9 18.97 -16.55 23.84
C9 12.32 -5.89 15.82
C10 11.57 -6.97 16.23
C11 12.15 -7.99 16.98
C12 13.52 -8.09 17.11
C13 14.31 -7.03 16.54
C14 13.70 -5.95 15.91
N2 14.11 -9.25 17.86
O3 13.43 -9.97 18.56
O4 15.37 -9.37 17.75
H10 11.80 -5.13 15.26
H11 10.50 -6.85 16.16
H12 11.42 -8.65 17.42
H13 15.38 -6.98 16.65
H14 14.37 -5.24 15.44
C15 24.85 -17.50 22.27
C16 24.99 -16.48 23.16
C17 24.21 -15.31 22.96
C18 23.15 -15.30 22.05
C19 23.05 -16.45 21.19
C20 23.90 -17.58 21.29
N3 22.35 -14.07 21.83
O5 21.65 -14.13 20.89
O6 22.24 -13.20 22.71
H15 25.47 -18.34 22.56
H16 25.67 -16.67 23.98
H17 24.39 -14.53 23.69
H18 22.23 -16.58 20.50
H19 23.90 -18.47 20.68
C21 15.82 -14.80 7.77
C22 14.84 -15.32 6.99
C23 13.98 -16.35 7.46
C24 14.04 -16.70 8.77
C25 15.02 -16.10 9.62
C26 15.87 -15.20 9.08
N4 12.92 -17.47 9.38
O7 11.99 -17.84 8.64
O8 12.95 -17.70 10.62
H20 16.41 -13.99 7.37
H21 14.83 -15.12 5.93
H22 13.14 -16.53 6.81
H23 14.97 -16.46 10.64
H24 16.62 -14.76 9.71
C27 6.71 -18.82 14.89
C28 7.62 -19.30 15.85
C29 7.28 -19.36 17.19
C30 5.96 -18.96 17.57
C31 5.09 -18.39 16.65
C32 5.51 -18.32 15.34
N5 5.54 -19.11 19.00
O9 4.35 -18.93 19.39
O10 6.42 -19.46 19.84
H25 7.02 -18.79 13.85
H26 8.61 -19.67 15.64
H27 7.92 -19.78 17.95
H28 4.13 -17.98 16.93
H29 4.94 -17.81 14.58
C33 4.90 -12.93 18.87
C34 3.67 -12.43 18.41
C35 2.56 -12.67 19.12
C36 2.58 -13.52 20.21
C37 3.78 -14.04 20.72
C38 4.97 -13.74 20.01
N6 1.39 -13.54 21.07
O11 1.38 -14.38 21.99
O12 0.40 -12.87 20.79
H30 5.79 -13.01 18.26
H31 3.63 -11.80 17.54
H32 1.62 -12.24 18.80
H33 3.80 -14.53 21.68
H34 5.95 -14.12 20.23
C39 9.62 -10.01 11.44
C40 9.69 -11.36 11.90
C41 8.68 -12.28 11.49
C42 7.75 -11.87 10.57
C43 7.69 -10.53 10.07
C44 8.62 -9.66 10.50
N7 6.78 -12.84 9.94
O13 5.87 -12.51 9.18
O14 6.90 -14.08 10.27
H35 10.40 -9.33 11.74
H36 10.40 -11.83 12.56
H37 8.65 -13.27 11.91
H38 6.91 -10.20 9.41
H39 8.63 -8.62 10.23

## Properties
- E_HOMO: -9.87 eV
- F_max: 0.084 hartree/bohr
- Lowest unoccupied orbital energy: -0.0374 Ha
- Frontier orbital gap: 8.857 eV
- E: -225417.357 eV
- ΔE to the lowest compared entry with this formula, charge and spin: 491.3 kJ/mol
- SMILES string: O=[N+]([O-])c1ccccc1.O=[N+]([O-])c1ccccc1.O=[N+]([O-])c1ccccc1.O=[N+]([O-])c1ccccc1.O=[N+]([O-])c1ccccc1.O=[N+]([O-])c1ccccc1.O=[N+]([O-])c1ccccc1.BrCCBr